This record from OMol25 describes one molecule with the formula C20H27ClFN3O5S at a distorted geometry. The level of theory is the ωB97M-V functional and the def2-TZVPD basis.

As for the LUMO energy: 0.569 eV. As for the SMILES: O=C(NCc1ccc(F)cc1Cl)C1CCN(S(=O)(=O)N2CCC3(CC2)OCCO3)CC1. Its HOMO energy is -8.8923 eV.

The geometry in ORCA input format:
```
! RIJCOSX wB97M-V def2-TZVPD def2/J DEFGRID3
* xyz 0 1
O -3.2536 -3.3368 -1.0662
C -2.6745 -2.5685 -0.3226
N -2.9042 -1.2453 -0.3164
H -2.3189 -0.6031 0.1953
C -3.7495 -0.6228 -1.3206
C -4.2047 0.7093 -0.8054
C -3.6163 1.8780 -1.2721
C -3.9822 3.1159 -0.7768
C -4.9527 3.1729 0.2064
C -5.5550 2.0351 0.7095
C -5.1651 0.8074 0.1994
Cl -5.8874 -0.6208 0.8416
H -6.3022 2.1081 1.4829
F -5.3241 4.3715 0.6993
H -3.5254 4.0240 -1.1353
H -2.8456 1.8037 -2.0232
H -3.1819 -0.4873 -2.2481
H -4.5858 -1.3023 -1.5113
C -1.6319 -3.1063 0.6663
C -1.2058 -2.1752 1.8102
H -1.0911 -2.7584 2.7262
H -1.9726 -1.4250 2.0024
C 0.1408 -1.4899 1.5199
N 0.3484 -1.1769 0.1228
S -0.1788 0.3149 -0.4010
O -1.0388 0.8771 0.6032
O -0.6776 0.1901 -1.7355
N 1.1364 1.3020 -0.4965
C 1.7046 1.8414 0.7145
C 2.8343 0.9744 1.2719
H 2.4633 0.0026 1.5942
H 3.2992 1.4773 2.1206
C 3.8964 0.7297 0.1887
C 3.2254 0.1125 -1.0498
C 2.0978 1.0224 -1.5355
H 1.5492 0.5672 -2.3594
H 2.5226 1.9766 -1.8636
H 2.8419 -0.8664 -0.7672
H 3.9690 -0.0133 -1.8376
O 4.5351 1.9539 -0.1223
C 5.9249 1.7218 -0.1752
H 6.4363 2.6340 0.1297
C 6.1079 0.5524 0.7936
H 6.9323 -0.1115 0.5342
O 4.8979 -0.1619 0.6570
H 6.2252 0.9086 1.8255
H 6.2318 1.4430 -1.1923
H 0.8885 1.9409 1.4301
H 2.1028 2.8342 0.4819
C 0.2649 -2.3056 -0.7924
C -0.4041 -3.5239 -0.1542
H -0.7133 -4.2099 -0.9431
H 0.3032 -4.0438 0.4950
H 1.2776 -2.5727 -1.1235
H -0.3012 -1.9730 -1.6643
H 0.9669 -2.1361 1.8360
H 0.2021 -0.5522 2.0710
H -2.0824 -4.0139 1.0816
*
```


This record from OMol25 describes C20H27CuN2O4P as an isolated structure at a distorted geometry. The level of theory is the ωB97M-V functional and the def2-TZVPD basis.

The expectation value of S² is 0.77. As for the LUMO energy (spin up / spin down): -1.083 / -1.523 eV. Its HOMO energy (spin up / spin down) is -8.0588 / -8.7251 eV.

The geometry in ORCA input format:
```
! RIJCOSX wB97M-V def2-TZVPD def2/J DEFGRID3
* xyz 0 2
C -2.7847 0.2051 -4.0467
C -2.5875 -1.0077 -3.3972
C -1.8091 -1.0800 -2.2264
C -1.2193 0.0682 -1.7540
C -1.4877 1.2976 -2.3372
C -2.2736 1.3785 -3.4913
C -1.6645 -2.4006 -1.5311
C -0.2369 -2.9147 -1.3677
N 0.8049 -1.8853 -1.1626
Cu -0.2060 -0.0543 -0.1087
C -0.8321 2.5071 -1.7420
P 0.7637 1.8459 -1.0686
H -2.9843 -1.9397 -3.8044
H -2.3870 2.3491 -3.9756
H -3.3336 0.2393 -4.9913
H -1.3561 2.8756 -0.8468
H -0.6859 3.3111 -2.4780
H -2.1119 -2.3761 -0.5271
H -2.1833 -3.1540 -2.1368
H -0.2136 -3.5569 -0.4758
C 1.4821 3.2451 -0.1526
C 1.7187 1.9873 -2.6586
H 0.0346 -3.4822 -2.2745
C 1.3662 -1.4018 -2.4329
C 1.8886 -2.4463 -0.3313
H -0.5072 1.2368 0.7866
H 1.8621 -2.2378 -2.9521
H 0.5734 -1.0010 -3.0730
H 2.1113 -0.6205 -2.2310
H 2.4839 -3.1928 -0.8841
H 2.5397 -1.6203 -0.0278
H 1.4482 -2.8805 0.5744
H 1.7529 3.0210 -3.0392
H 2.7511 1.6666 -2.4794
H 1.3135 1.3573 -3.4616
H 1.6286 4.1397 -0.7772
H 0.8091 3.4554 0.6896
H 2.4522 2.8909 0.2235
H 1.0489 0.2228 0.8869
O -2.3519 0.1269 1.8479
C -1.6314 -0.8773 2.0808
O -0.8497 -1.4702 1.2020
C -1.4919 -1.4105 3.4972
C -0.6311 -2.4913 3.7741
C -0.4077 -2.8754 5.0922
C -1.1067 -2.2136 6.1073
C -2.0423 -1.2079 5.8394
C -2.2568 -0.8351 4.5179
N -0.8327 -2.5493 7.4746
O 0.0109 -3.4435 7.7263
O -1.4527 -1.9364 8.3777
H -0.0894 -2.9775 2.9755
H 0.3113 -3.6517 5.3731
H -2.5542 -0.7217 6.6753
H -2.9637 -0.0565 4.2762
*
```


This record from OMol25 describes one molecule with the formula C20H27F2N5O3S at a distorted geometry. The level of theory is the ωB97M-V functional and the def2-TZVPD basis.

The calculation puts the energy above the lowest of the compared OMol25 structures with the same formula, charge and spin at 20.5 kJ/mol. As for the LUMO energy: -0.167 eV. As for the SMILES: CN(C)CCNC(=O)c1onc(CSc2ccc(F)c(F)c2)c1C(=O)NCCN(C)C. Its HOMO energy is -8.2523 eV.

The geometry in ORCA input format:
```
! RIJCOSX wB97M-V def2-TZVPD def2/J DEFGRID3
* xyz 0 1
C 0.7253 1.8768 5.4705
N 0.4615 2.0935 4.0624
C 1.6595 2.5242 3.3678
H 1.9916 3.5254 3.6834
H 2.4576 1.8134 3.5734
H 1.4840 2.5317 2.2947
C -0.6519 3.0042 3.8702
H -0.3886 4.0495 4.1123
C -1.1859 2.9596 2.4333
N -1.4243 1.5997 2.0167
C -0.6699 0.9870 1.0963
O 0.1758 1.5615 0.4220
C -0.9767 -0.4563 0.9439
C -0.6156 -1.4466 0.0498
C -1.3019 -2.6020 0.5543
N -1.9799 -2.2947 1.6269
O -1.7957 -0.9881 1.8746
C -1.3109 -3.9758 0.0020
H -0.7491 -4.0218 -0.9296
H -0.9002 -4.6817 0.7242
S -3.0282 -4.5634 -0.2538
C -3.7410 -3.2028 -1.1258
C -5.0777 -2.9115 -0.8741
C -5.6772 -1.8497 -1.5210
C -4.9491 -1.0673 -2.4097
C -3.6233 -1.3675 -2.6676
C -3.0202 -2.4402 -2.0378
H -1.9941 -2.6758 -2.2687
H -3.0744 -0.7608 -3.3699
F -5.5258 -0.0161 -3.0215
F -6.9669 -1.5662 -1.2695
H -5.6466 -3.5033 -0.1756
C 0.2329 -1.4518 -1.1759
O 0.2603 -2.4302 -1.9098
N 0.9292 -0.3345 -1.3991
C 1.8198 -0.1875 -2.5250
C 3.2325 0.1551 -2.0406
N 4.2070 0.0813 -3.1134
C 5.5577 0.0083 -2.5955
H 6.2500 -0.1025 -3.4286
H 5.8441 0.9024 -2.0190
H 5.6501 -0.8654 -1.9524
C 4.0737 1.1722 -4.0564
H 3.0946 1.1327 -4.5277
H 4.2001 2.1591 -3.5824
H 4.8288 1.0615 -4.8326
H 3.2205 1.1498 -1.5575
H 3.5126 -0.5830 -1.2844
H 1.8378 -1.1330 -3.0711
H 1.4339 0.5991 -3.1800
H 0.8279 0.4644 -0.7724
H -2.0303 1.0383 2.5968
H -0.4721 3.3904 1.7302
H -2.1205 3.5258 2.3798
H -1.4522 2.6923 4.5476
H 1.0300 2.7961 5.9939
H -0.1697 1.4832 5.9508
H 1.5211 1.1410 5.5708
*
```


This record from OMol25 describes C20H27F6N10O4S2Zn as an isolated structure at a distorted geometry. The level of theory is the ωB97M-V functional and the def2-TZVPD basis.

The calculation puts the energy above the lowest of the compared OMol25 structures with the same formula, charge and spin at 1043.8 kJ/mol. As for the LUMO energy: -10.167 eV. Its HOMO energy is -12.6619 eV.

The geometry in ORCA input format:
```
! RIJCOSX wB97M-V def2-TZVPD def2/J DEFGRID3
* xyz 1 1
Zn -1.4781 2.3228 -2.6845
C 1.0369 1.6940 2.0134
F 2.1482 1.1662 1.4823
F 1.2905 1.6106 3.2990
F 0.8280 3.0153 1.6726
S -0.4692 0.5828 1.5399
O -0.4055 -0.6042 2.4310
O -1.6506 1.4268 1.7062
N -0.1933 0.3114 -0.1568
S 0.4682 -1.0868 -0.2907
O 0.7867 -1.4408 -1.7188
O 1.6290 -1.3158 0.5800
C -1.0492 -2.3474 0.0983
F -2.0531 -1.6973 0.6708
F -1.4311 -2.8971 -1.0596
F -0.6243 -3.2811 0.9500
C 4.3747 -1.5205 -6.1760
C 3.1668 -1.5606 -6.9271
N 2.2321 -1.6566 -7.5587
H 4.2104 -0.6636 -5.5228
H 5.1988 -1.4895 -6.8887
H 4.4597 -2.4681 -5.6440
C 0.5423 -6.4492 -4.3414
C 1.8010 -6.3513 -3.5350
N 2.6885 -6.2138 -2.9138
H 0.6918 -7.1578 -5.1561
H 0.3387 -5.4007 -4.5592
H -0.3075 -6.7957 -3.7534
C 5.3520 2.0924 7.6728
C 4.6462 2.1189 8.9605
N 4.0634 2.0708 9.9300
H 4.8543 2.9640 7.2476
H 5.0212 1.1271 7.2896
H 6.4035 2.1190 7.9586
C -3.5506 -2.6131 -7.0010
C -3.1360 -1.6658 -5.9116
N -2.8449 -0.9735 -5.0254
H -3.5162 -2.0660 -7.9431
H -4.3991 -3.2913 -6.9109
H -2.7221 -3.3082 -7.1376
C -6.0063 -6.5744 -0.9078
C -5.3119 -6.8750 -2.2004
N -4.8754 -7.0723 -3.2222
H -6.8696 -7.2243 -0.7645
H -6.2247 -5.5096 -0.9882
H -5.2186 -6.8902 -0.2237
C 0.3165 -2.9137 7.2008
C 1.0761 -3.7222 8.1643
N 1.7613 -4.3388 8.8843
H -0.6892 -2.7474 7.5868
H 0.2952 -3.5113 6.2895
H 0.8794 -1.9987 7.0164
C -7.4307 3.7773 -0.5269
C -6.1889 3.2026 -0.9411
N -5.2237 2.7598 -1.3505
H -8.2242 3.0300 -0.5393
H -7.6234 4.5356 -1.2857
H -7.3015 4.2510 0.4463
C 6.1841 6.3208 2.1689
C 5.5541 7.4124 1.3121
N 5.0694 8.2421 0.6686
H 7.2414 6.5627 2.0603
H 6.0006 5.3462 1.7166
H 5.9036 6.3750 3.2208
C -0.0921 8.6106 0.1018
C -0.5771 7.3019 -0.3625
N -0.9597 6.2792 -0.7841
H 0.7930 8.9872 -0.4107
H 0.2194 8.7566 1.1361
H -0.8794 9.3204 -0.1522
*
```


This record from OMol25 describes C20H27N2O2PS2Tc as an isolated structure at a distorted geometry. The level of theory is the ωB97M-V functional and the def2-TZVPD basis.

The expectation value of S² is 3.79. The calculation puts the energy above the lowest of the compared OMol25 structures with the same formula, charge and spin at 232.6 kJ/mol. As for the LUMO energy (spin up / spin down): -7.310 / -8.401 eV. Its HOMO energy (spin up / spin down) is -14.4451 / -14.6973 eV.

The geometry in ORCA input format:
```
! RIJCOSX wB97M-V def2-TZVPD def2/J DEFGRID3
* xyz 2 4
C 2.1997 1.4319 -3.4355
C 2.3529 1.9424 -2.1469
C 1.4110 1.6581 -1.1585
C 0.3365 0.8025 -1.4449
C 0.1878 0.2850 -2.7492
C 1.1090 0.6156 -3.7425
C 1.5661 2.2714 0.1975
C 0.2814 2.4331 1.0176
N -0.8817 2.8478 0.1035
Tc -1.0773 0.3446 0.0013
C -0.9677 -0.6147 -3.0495
P -1.8737 -1.1356 -1.4366
H 3.2007 2.5764 -1.8827
H 0.9597 0.2074 -4.7438
H 2.9342 1.6679 -4.2015
H -0.6395 -1.5335 -3.5579
H -1.7133 -0.1261 -3.6989
H 2.2758 1.6733 0.7891
H 2.0267 3.2663 0.0904
H 0.0020 1.5917 1.6754
C -1.4877 -2.9253 -1.5758
C -3.5933 -1.0279 -2.0464
H 0.4283 3.2614 1.7176
C -1.0086 4.3407 0.4923
C -2.3177 2.4514 0.1509
H -2.2720 -1.5347 0.1277
H -1.3747 4.3847 1.5221
H -0.0261 4.8136 0.4129
H -1.7057 4.8361 -0.1896
H -2.8815 3.3078 -0.2412
H -2.6109 1.6697 -0.6094
H -2.6514 2.2816 1.1783
H -3.8843 -1.9883 -2.4918
H -4.2412 -0.8108 -1.1889
H -3.6740 -0.2239 -2.7889
H -1.6217 -3.2519 -2.6150
H -0.4573 -3.0887 -1.2401
H -2.1821 -3.4635 -0.9197
H -0.5559 3.0610 -0.8597
O 2.7972 -0.6507 0.4026
S 1.7646 -1.6391 0.5934
O 1.4622 -2.5705 -0.4676
N 0.2765 -0.8382 1.0776
C -0.0713 -1.0726 2.3749
S -1.4734 -0.2826 2.8372
C 0.8280 -1.9808 3.0333
C 0.7711 -2.4800 4.3421
C 1.7482 -3.3773 4.7701
C 2.7792 -3.7776 3.9018
C 2.8433 -3.2803 2.5928
C 1.8621 -2.3932 2.1783
H -0.0449 -2.1397 4.9788
H 1.7172 -3.7726 5.7852
H 3.5397 -4.4789 4.2433
H 3.6273 -3.5646 1.8946
*
```


This record from OMol25 describes C20H27N2O3OsPS as an isolated structure at a distorted geometry. The level of theory is the ωB97M-V functional and the def2-TZVPD basis.

The expectation value of S² is 6.03. The calculation puts the energy above the lowest of the compared OMol25 structures with the same formula, charge and spin at 0.0 kJ/mol. As for the LUMO energy (spin up / spin down): -6.340 / -9.338 eV. Its HOMO energy (spin up / spin down) is -14.3644 / -14.3355 eV.

The geometry in ORCA input format:
```
! RIJCOSX wB97M-V def2-TZVPD def2/J DEFGRID3
* xyz 2 5
C -2.0749 0.4286 -3.8050
C -1.7824 -0.6319 -2.9537
C -0.9905 -0.4518 -1.8107
C -0.6353 0.8704 -1.4405
C -0.8277 1.9167 -2.3721
C -1.6070 1.7097 -3.5130
C -0.5194 -1.6279 -1.0225
C 0.1002 -2.7536 -1.9008
N 1.4565 -2.5402 -2.3360
Os -0.0189 1.3493 0.4489
C -0.1216 3.2067 -2.1189
P 1.0519 2.8751 -0.6765
H -2.1686 -1.6302 -3.1700
H -1.7837 2.5550 -4.1803
H -2.6412 0.2535 -4.7221
H -0.7844 4.0391 -1.8357
H 0.4879 3.5197 -2.9790
H 0.1898 -1.3248 -0.2344
H -1.3746 -2.0883 -0.4980
H 0.1244 -3.6636 -1.2710
C 1.5986 4.5238 -0.2144
C 2.4542 2.1527 -1.6167
H -0.5098 -2.9433 -2.7966
C 1.7756 -2.1484 -3.6800
C 2.4611 -2.3608 -1.3313
H -0.8089 2.7190 1.2103
H 2.2059 -3.0015 -4.2386
H 0.8672 -1.8046 -4.2024
H 2.5326 -1.3428 -3.6755
H 3.4523 -2.5159 -1.7728
H 2.4335 -1.3469 -0.8980
H 2.3024 -3.0718 -0.5107
H 2.7469 2.8562 -2.4044
H 3.2944 1.9840 -0.9345
H 2.1639 1.2006 -2.0770
H 1.1821 5.2604 -0.9142
H 1.2355 4.7306 0.7982
H 2.6933 4.5818 -0.2343
H -0.1404 2.6523 1.6099
O -0.7131 1.8808 5.3673
S 0.0212 0.7732 4.8106
O 1.3624 0.5001 5.2479
N -0.0380 0.8234 3.0997
C -0.9105 -0.0331 2.6026
O -1.3037 0.0886 1.3752
C -1.3739 -1.0536 3.5492
C -2.0509 -2.2519 3.3086
C -2.3523 -3.0629 4.4083
C -1.9909 -2.6651 5.7105
C -1.2792 -1.4748 5.9351
C -0.9649 -0.7012 4.8231
H -2.3056 -2.5201 2.2832
H -2.8785 -4.0072 4.2642
H -2.2678 -3.2867 6.5623
H -0.9752 -1.1466 6.9266
*
```


This record from OMol25 describes C20H27N2O3PPdS as an isolated structure at a distorted geometry. The level of theory is the ωB97M-V functional and the def2-TZVPD basis.

The expectation value of S² is 2.01. The calculation puts the energy above the lowest of the compared OMol25 structures with the same formula, charge and spin at 11.7 kJ/mol. As for the LUMO energy (spin up / spin down): 0.441 / -1.692 eV. Its HOMO energy (spin up / spin down) is -6.3592 / -8.3658 eV.

The geometry in ORCA input format:
```
! RIJCOSX wB97M-V def2-TZVPD def2/J DEFGRID3
* xyz 0 3
C 3.9323 -1.9319 -2.3233
C 3.7296 -2.2718 -0.9916
C 2.7268 -1.6239 -0.2500
C 2.0137 -0.5680 -0.8004
C 2.1646 -0.2861 -2.1575
C 3.1149 -0.9826 -2.9263
C 2.5868 -2.0862 1.1598
C 2.1595 -1.0870 2.2568
N 2.4192 0.3614 2.0172
Pd 0.8826 0.6196 0.5490
C 1.3005 0.7715 -2.7745
P 0.7241 1.8860 -1.4316
H 4.3345 -3.0259 -0.4897
H 3.2093 -0.7463 -3.9929
H 4.7299 -2.4101 -2.8738
H 0.3933 0.3216 -3.2119
H 1.8065 1.3522 -3.5617
H 1.8076 -2.8709 1.1779
H 3.5207 -2.5855 1.4842
H 1.0912 -1.1851 2.3824
C -0.7286 2.6892 -2.1486
C 2.0494 3.1097 -1.3304
H 2.5875 -1.3744 3.2144
C 3.6686 0.6775 1.3105
C 2.4295 1.0629 3.3505
H -0.7853 1.2692 0.3003
H 4.4364 0.9305 2.0467
H 4.0073 -0.1668 0.7271
H 3.5547 1.5392 0.6478
H 3.4631 1.4206 3.5110
H 1.7798 1.9423 3.4661
H 2.2088 0.3234 4.1353
H 2.0654 3.7650 -2.2054
H 1.8902 3.7161 -0.4376
H 3.0248 2.6314 -1.2369
H -0.5035 3.2360 -3.0689
H -1.4990 1.9431 -2.3829
H -1.1554 3.3939 -1.4334
H -0.5081 1.5767 1.1086
O -1.0542 -0.9442 2.8916
C -1.3887 -1.3679 1.7636
N -0.5883 -1.2800 0.6493
S -1.0877 -2.2247 -0.5998
O -1.1400 -1.4951 -1.8456
O -0.4186 -3.5035 -0.6085
C -2.7296 -2.3602 0.0901
C -3.9375 -2.5909 -0.5753
C -5.1313 -2.3349 0.1204
C -5.1108 -1.9056 1.4575
C -3.8973 -1.7137 2.1114
C -2.7123 -1.9078 1.3956
H -3.9266 -2.9193 -1.6111
H -6.0877 -2.4587 -0.3789
H -6.0423 -1.6963 1.9860
H -3.8181 -1.3652 3.1458
*
```


This record from OMol25 describes one molecule with the formula C20H27N3O4S. The level of theory is the ωB97M-V functional and the def2-TZVPD basis.

The calculation puts the energy above the lowest of the compared OMol25 structures with the same formula, charge and spin at 39.3 kJ/mol. As for the LUMO energy: 0.390 eV. As for the SMILES: CCOC(=O)c1c(NC(C)=O)sc2c(O)c(CN3CCN(CC)CC3)ccc12. Its HOMO energy is -7.8345 eV.

The geometry in ORCA input format:
```
! RIJCOSX wB97M-V def2-TZVPD def2/J DEFGRID3
* xyz 0 1
C 5.3742 3.2574 -1.4027
C 5.6921 2.5295 -0.1048
H 6.7280 2.1823 -0.0880
H 5.5060 3.1858 0.7509
O 4.9021 1.3487 0.0424
C 3.6441 1.5218 0.5462
O 3.2403 2.6099 0.8760
C 2.8915 0.2771 0.6403
C 3.3333 -0.9689 0.2513
N 4.5547 -1.2806 -0.2923
C 4.9017 -2.5549 -0.6431
O 4.1366 -3.4824 -0.4924
C 6.2890 -2.6687 -1.2158
H 7.0215 -2.3282 -0.4869
H 6.3749 -2.0540 -2.1094
H 6.4892 -3.7051 -1.4707
H 5.1907 -0.5010 -0.4136
S 2.1885 -2.2393 0.4915
C 1.0382 -1.0827 1.1485
C -0.2402 -1.3875 1.6063
C -1.0319 -0.3516 2.1025
C -0.5110 0.9428 2.1323
C 0.7532 1.2461 1.6764
C 1.5500 0.2223 1.1681
H 1.1338 2.2526 1.7085
H -1.1263 1.7315 2.5388
C -2.4495 -0.6288 2.5445
N -3.4607 -0.4209 1.5198
C -3.6037 0.9530 1.0857
C -4.8479 1.0695 0.2099
N -4.7136 0.2176 -0.9568
C -4.5454 -1.1563 -0.5194
C -3.3042 -1.2728 0.3585
H -3.1827 -2.3042 0.6936
H -2.4219 -0.9894 -0.2407
H -4.4236 -1.7967 -1.3937
H -5.4255 -1.5019 0.0534
C -5.8231 0.3825 -1.8797
C -5.5125 -0.1917 -3.2578
H -6.2753 0.1220 -3.9662
H -4.5462 0.1729 -3.5951
H -5.4895 -1.2778 -3.2429
H -5.9986 1.4569 -1.9844
H -6.7509 -0.0721 -1.4858
H -4.9604 2.1050 -0.1221
H -5.7339 0.7942 0.8105
H -3.7201 1.5922 1.9644
H -2.7305 1.2975 0.5059
H -2.5267 -1.6705 2.8643
H -2.7043 0.0198 3.3873
O -0.7184 -2.6611 1.5943
H -0.0440 -3.2558 1.2430
H 4.3442 3.6045 -1.3875
H 5.5118 2.5954 -2.2550
H 6.0329 4.1144 -1.5085
*
```